DFT (ωB97M-V/def2-TZVPD) results for a cluster of 2 separate species, C29H31N3O5 in total at a distorted geometry.

Results
calculated total energy = -1663.9453 Ha
gap between HOMO and LUMO = 2.888 eV
HOMO energy = -5.449 eV
largest force on an atom = 3.54 eV/A
multiplicity = 1

```
68
Properties=species:S:1:pos:R:3:mulliken_charge:R:1
C -3.7880 -0.8448 3.3425 -0.8128
O -2.8759 0.2781 3.3478 -0.4376
C -1.5400 0.0630 3.2838 0.8545
C -0.7124 1.2201 3.2586 -0.5103
C 0.6359 1.1083 3.0827 -0.3312
C 1.2668 -0.1717 2.7745 -0.1276
O 2.4212 -0.2695 2.2675 -0.7001
C 0.4182 -1.3304 3.0370 -0.9716
C -0.9368 -1.2219 3.2235 -0.0753
H -4.7700 -0.3733 3.3655 0.2307
H -3.6764 -1.4476 2.4311 0.3262
H -3.6473 -1.4729 4.2323 0.3184
H -1.1988 2.1894 3.3729 0.3644
H 1.2671 1.9931 3.0751 0.3759
H 0.8871 -2.3088 2.9832 0.3534
H -1.5556 -2.1204 3.3150 0.2976
C 3.9976 0.2996 -5.5030 -0.9726
N 3.4524 0.4522 -4.1744 0.2792
C 2.1432 0.7937 -3.9812 0.2433
O 1.3268 1.0201 -4.8690 -0.7038
C 1.9051 0.8464 -2.4712 -0.0063
C 0.8900 -0.1911 -1.9893 -0.6621
C -0.4783 0.0065 -2.6015 0.4104
C -1.0402 -0.9975 -3.3963 -0.3139
C -2.2486 -0.7692 -4.0583 -0.6067
C -2.9206 0.4487 -3.8861 -0.3965
C -2.3866 1.4283 -3.0388 -0.7544
C -1.1695 1.2024 -2.3870 -0.2433
N 3.2464 0.6097 -1.9340 0.6030
C 3.4601 0.5888 -0.6040 0.5869
C 4.7026 0.3872 -0.0238 0.4883
C 4.9474 0.3495 1.3411 -0.7890
C 6.2806 0.2187 1.8602 0.7981
C 6.5379 0.2761 3.2700 -0.5217
C 7.8115 0.1323 3.7884 -0.5328
C 8.9025 -0.0915 2.9165 -0.0338
N 10.2016 -0.3309 3.4418 0.9266
O 11.1380 -0.5619 2.6412 -0.5834
O 10.3635 -0.3099 4.6837 -0.5822
C 8.7004 -0.1298 1.5232 -0.7115
C 7.4241 0.0272 1.0113 -0.3211
C 4.2675 0.3551 -2.9707 0.1605
C 4.8702 -1.0551 -2.8686 -1.5448
C 5.3585 1.4374 -2.9984 -1.5784
H 3.1872 0.3978 -6.2277 0.3800
H 4.7566 1.0652 -5.7045 0.3044
H 4.4653 -0.6854 -5.6124 0.3056
H 1.5658 1.8648 -2.2012 0.3358
H 1.2753 -1.1906 -2.2485 0.3532
H 0.8308 -0.1271 -0.8918 0.4582
H -0.4975 -1.9392 -3.5155 0.3207
H -2.6577 -1.5415 -4.7131 0.3639
H -3.8606 0.6323 -4.4107 0.3654
H -2.9085 2.3751 -2.8870 0.3752
H -0.7341 1.9572 -1.7265 0.3965
H 2.5825 0.7427 0.0274 0.4561
H 5.5394 0.2457 -0.7048 -0.9619
H 4.1420 0.4700 2.0469 0.6325
H 5.6950 0.4407 3.9437 0.4624
H 8.0142 0.1744 4.8563 0.4736
H 9.5575 -0.2914 0.8731 0.4551
H 7.3152 -0.0051 -0.0725 0.2756
H 4.0746 -1.8027 -2.9958 0.3432
H 5.6197 -1.1843 -3.6600 0.4762
H 5.3501 -1.2225 -1.9020 0.4209
H 4.8969 2.4067 -3.2322 0.3851
H 5.8744 1.5236 -2.0400 0.3551
H 6.0955 1.1878 -3.7725 0.4747
```

DFT (ωB97M-V/def2-TZVPD) results for a cluster of 2 separate species, C7H11ClN4S in total at a distorted geometry.

Results
calculated total energy = -1349.9742 Ha
total charge = +2
gap between HOMO and LUMO (alpha / beta) = 6.864 / 6.857 eV
HOMO energy (alpha / beta) = -12.840 / -12.837 eV
largest force on an atom = 4.59 eV/A
multiplicity = 1

```
24
Properties=species:S:1:pos:R:3:mulliken_charge:R:1
C 0.9863 -3.3762 1.0232 -0.6273
C 0.6798 -4.2759 2.1029 -0.0024
C 0.0835 -2.7298 0.2685 -0.2539
C -1.4371 -3.5247 2.7826 -0.1349
C -1.9420 -1.2837 1.8794 0.5251
C -1.1560 -2.3646 -0.1678 0.5106
C -0.8922 -3.7369 -2.6864 -0.8830
N -0.2479 -4.1218 3.0091 -0.0182
N -1.7477 -1.3395 0.5214 -0.2516
N -1.5675 -2.3149 2.5559 -0.1350
N 2.5483 11.3710 -2.0457 -0.6066
S -1.9631 -2.8272 -1.5974 -0.0915
Cl -2.4748 0.2105 2.4858 -0.1081
H 1.9531 -3.5646 0.5665 0.3196
H 1.4096 -4.9789 2.2675 0.4560
H 0.1033 -3.2876 -2.5865 0.2879
H -1.2161 -3.4004 -3.5945 0.4297
H -0.9634 -4.6948 -2.2990 0.3349
H -0.3468 -4.7650 3.7954 0.3357
H -2.0341 -0.4210 0.0101 0.3065
H 2.5163 10.5827 -1.4592 0.3614
H 3.1727 12.1170 -1.5135 0.4265
H 1.6123 11.7080 -2.2858 0.3865
H 2.9235 11.0182 -3.0326 0.4323
```

DFT (ωB97M-V/def2-TZVPD) results for a cluster of 2 separate species, CH6NO2 in total at a distorted geometry.

Results
calculated total energy = -246.6723 Ha
total charge = +1
gap between HOMO and LUMO = 11.718 eV
HOMO energy = -16.128 eV
largest force on an atom = 1.08 eV/A
multiplicity = 1

```
10
Properties=species:S:1:pos:R:3:mulliken_charge:R:1
O 0.4694 1.2368 -1.2958 -0.6562
H 0.3218 1.0460 -2.2377 0.3458
H -0.1293 1.9941 -1.2136 0.3347
H 1.4307 -0.4198 1.6023 0.3571
C 0.1327 -0.9266 0.2675 0.3893
N -0.8975 -0.3379 0.7816 -0.2525
O 1.2595 -1.0433 0.8738 -0.3601
H 0.1128 -1.3576 -0.7226 0.3451
H -1.0089 -0.0573 1.7475 0.2421
H -1.6914 -0.1345 0.1971 0.2548
```

DFT (ωB97M-V/def2-TZVPD) results for a structure of composition C26H25O21Pd3 at a distorted geometry.

Results
calculated total energy = -2968.3161 Ha
<S²> = 12.19
total charge = +1
gap between HOMO and LUMO (alpha / beta) = 7.539 / 0.917 eV
HOMO energy (alpha / beta) = -11.374 / -8.628 eV
largest force on an atom = 7.86 eV/A
multiplicity = 7

```
75
Properties=species:S:1:pos:R:3:mulliken_charge:R:1
Pd -4.7588 -15.9059 6.7767 0.3092
Pd -9.5152 -21.7236 5.5076 0.2950
Pd -2.6512 -26.9153 18.2346 0.4200
C 0.8441 -29.3398 13.6735 -1.0471
C 1.5953 -29.8455 14.9565 -0.0696
O 0.8552 -29.4177 16.0880 -0.3352
H 0.4771 -28.3277 13.5034 0.3483
H -0.2138 -29.5966 13.6197 0.3184
H 1.4271 -29.6894 12.8215 0.2954
H 2.6240 -29.5053 14.8371 0.2393
H 1.7330 -30.9267 14.9419 0.2463
C -3.3590 -21.4270 12.8470 -0.4596
C -3.5777 -22.6768 13.4320 0.5474
C -4.4746 -23.7754 12.9358 0.3836
O -4.5720 -24.8560 13.6301 -0.4801
C -5.0343 -23.7874 11.7318 -0.3890
C -4.9072 -22.5276 10.8950 0.4661
C -4.0106 -21.2452 11.5498 0.5054
O -3.9873 -20.1872 10.8973 -0.4995
O -5.5317 -22.3976 9.8034 -0.4967
O -2.8916 -22.7601 14.5333 -0.5113
H -2.7917 -20.5833 13.2114 0.4761
H -5.8035 -24.4757 11.4140 0.4464
C -2.6910 -19.9467 0.4924 -0.3380
C -2.5683 -20.6018 -0.6761 0.4279
C -3.7437 -21.4030 -1.2725 0.5270
O -3.6638 -22.0714 -2.3770 -0.4778
C -4.9629 -21.4643 -0.6186 -0.5116
C -5.1887 -20.8196 0.7463 0.5257
C -3.8800 -20.0632 1.3929 0.4784
O -4.0167 -19.5808 2.5595 -0.5056
O -6.3154 -20.6355 1.3096 -0.4995
O -1.4292 -20.4198 -1.2896 -0.4691
H -1.7226 -19.6800 0.8893 0.4052
H -5.8914 -21.8588 -1.0040 0.4296
C -9.2728 -23.2275 23.4945 -0.4168
C -9.2045 -24.6011 23.9583 -0.1359
O -8.5364 -25.2074 22.8948 -0.2934
C -8.0831 -24.2316 22.0714 0.6782
O -7.2795 -24.4744 21.1582 -0.6020
O -8.6749 -23.0804 22.2388 -0.2967
H -8.7374 -22.5183 24.1257 0.2575
H -10.2257 -22.7170 23.6340 0.3239
H -10.2291 -24.9293 24.1334 0.2514
H -8.6713 -24.7183 24.9016 0.2326
C -8.2401 -32.0475 13.7855 -0.2102
C -6.8193 -32.6349 13.7553 -0.3646
O -6.4490 -32.6870 12.4083 -0.2894
C -7.2223 -31.9059 11.7194 0.6660
O -6.9752 -31.4379 10.5361 -0.5850
O -8.3354 -31.5378 12.4772 -0.3149
H -8.1125 -31.1572 14.4013 0.2466
H -8.9697 -32.7837 14.1228 0.2972
H -6.7205 -33.5325 14.3656 0.3291
H -6.1113 -32.0210 14.3121 0.2252
C 4.8466 -22.6488 15.4459 -0.2722
C 4.3337 -22.4843 14.1315 -0.2866
O 5.3938 -22.6293 13.2011 -0.2759
C 6.4680 -22.4030 13.9136 0.6238
O 7.6794 -22.3963 13.5707 -0.5550
O 6.2132 -22.4447 15.3188 -0.2974
H 4.6737 -23.5844 15.9778 0.2308
H 4.6297 -21.7891 16.0799 0.2389
H 3.8264 -21.5205 14.1733 0.2317
H 3.3840 -22.9815 13.9342 0.3620
C -8.8136 -16.4135 15.5400 -0.3715
C -8.0986 -16.4205 14.1697 -0.2310
O -7.9666 -15.0399 13.9581 -0.3130
C -8.0596 -14.3124 15.1299 0.6238
O -7.6479 -13.1694 15.2618 -0.4896
O -8.4775 -15.2134 16.1673 -0.3163
H -8.5141 -17.2739 16.1383 0.3088
H -9.8896 -16.5564 15.4402 0.2499
H -8.7748 -16.9391 13.4900 0.2897
H -7.1537 -16.9475 14.3020 0.2493
```

DFT (ωB97M-V/def2-TZVPD) results for the molecule C5H7NO2 at a distorted geometry.

Results
calculated total energy = -399.9166 Ha
gap between HOMO and LUMO = 10.232 eV
SMILES = CC[C@H](O)C(=O)C#N
HOMO energy = -10.765 eV
largest force on an atom = 2.72 eV/A
multiplicity = 1

```
15
Properties=species:S:1:pos:R:3:mulliken_charge:R:1
C -0.3174 -0.1040 -0.5137 0.2331
C 0.7209 -0.0747 0.7021 -0.5707
C 2.1047 0.2575 0.1616 -1.2164
C -1.4580 -0.8468 0.1633 0.4501
O -0.5795 1.2107 -0.8823 -0.5403
C -2.7233 -0.1215 0.0874 0.0995
O -1.3880 -1.9873 0.5660 -0.5033
N -3.7159 0.4282 -0.0697 -0.3341
H -1.2040 1.2494 -1.6162 0.3479
H 0.0598 -0.7330 -1.3378 0.3521
H 0.3920 0.7079 1.3873 0.3293
H 0.7682 -1.0123 1.2571 0.3554
H 2.8134 0.3471 0.9810 0.3575
H 2.0768 1.2032 -0.3745 0.3107
H 2.4503 -0.5243 -0.5116 0.3292
```